[1]
Below is a cluster of 6 separate species, C36H51Br2ClN4O13S6 in total in a non-equilibrium geometry, with properties calculated with ωB97M-V/def2-TZVPD.

Positions of all 113 atoms, in Å:
C: -2.267 -0.381 -3.177
C: -1.354 0.099 -1.902
Br: -1.709 1.913 -1.040
C: -0.274 -0.753 -1.337
Br: 0.216 -2.597 -2.057
C: 0.543 -0.136 -0.015
C: -0.099 -0.524 1.454
C: 0.695 0.013 2.784
C: 2.093 0.928 2.716
C: 2.687 1.346 1.211
N: 3.966 2.202 1.139
C: 4.967 1.320 1.544
O: 6.053 0.609 1.930
C: 1.892 0.794 -0.150
N: 2.481 1.207 -1.498
N: 2.807 1.378 3.972
O: 2.135 2.389 4.586
C: 3.042 0.226 4.947
C: 1.795 -0.787 5.414
C: 1.991 -2.011 6.492
C: 3.516 -2.267 7.113
Cl: 3.850 -3.672 8.331
C: 4.760 -1.270 6.606
O: 6.112 -1.527 7.124
C: 4.555 -0.025 5.553
N: 5.659 0.903 5.052
S: 0.129 -0.388 4.565
H: -2.843 0.589 -3.566
H: -3.047 -1.175 -2.746
H: -1.597 -0.852 -4.046
H: -1.060 -1.184 1.560
H: 3.038 2.085 -1.357
H: 3.116 0.393 -1.756
H: 1.208 2.493 4.185
H: 1.059 -2.658 6.787
H: 6.664 -1.901 6.349
H: 6.591 0.454 5.199
H: 5.581 1.811 5.595
C: -5.987 -2.613 0.555
C: -7.043 -1.517 0.415
C: -6.306 -0.186 0.281
S: -4.723 -0.561 -0.456
O: -3.684 -0.269 0.509
O: -4.693 -0.044 -1.809
C: -4.951 -2.328 -0.522
H: -6.420 -3.611 0.441
H: -5.524 -2.555 1.547
H: -7.641 -1.700 -0.486
H: -7.729 -1.506 1.267
H: -6.850 0.512 -0.361
H: -6.125 0.271 1.258
H: -4.000 -2.834 -0.348
H: -5.335 -2.578 -1.515
C: 6.477 4.542 -2.643
C: 7.720 3.913 -3.270
C: 7.386 2.457 -3.589
S: 5.623 2.399 -3.870
O: 5.016 1.604 -2.823
O: 5.372 2.151 -5.275
C: 5.311 4.119 -3.525
H: 6.559 5.631 -2.582
H: 6.339 4.155 -1.627
H: 7.971 4.445 -4.195
H: 8.587 3.983 -2.606
H: 7.908 2.111 -4.484
H: 7.617 1.800 -2.746
H: 4.341 4.233 -3.039
H: 5.322 4.658 -4.477
C: -6.936 -1.663 6.649
C: -8.143 -2.586 6.485
C: -8.814 -2.231 5.159
S: -7.526 -1.582 4.104
O: -7.803 -0.185 3.844
O: -7.257 -2.531 3.042
C: -6.216 -1.683 5.309
H: -6.282 -1.991 7.462
H: -7.277 -0.646 6.877
H: -7.804 -3.628 6.459
H: -8.844 -2.488 7.320
H: -9.262 -3.109 4.687
H: -9.570 -1.452 5.288
H: -5.525 -0.848 5.180
H: -5.694 -2.632 5.156
C: 3.132 7.443 -8.088
C: 2.501 6.229 -7.409
C: 3.493 5.721 -6.363
S: 4.448 7.141 -5.851
O: 5.822 6.946 -6.266
O: 4.091 7.491 -4.490
C: 3.683 8.305 -6.962
H: 2.406 7.992 -8.696
H: 3.947 7.118 -8.745
H: 1.568 6.529 -6.918
H: 2.254 5.444 -8.132
H: 2.980 5.296 -5.496
H: 4.181 4.985 -6.788
H: 4.418 9.037 -7.301
H: 2.876 8.806 -6.418
C: -1.426 -7.313 0.055
C: -1.014 -7.940 -1.276
C: -2.136 -7.668 -2.277
S: -2.923 -6.155 -1.747
O: -4.278 -6.460 -1.338
O: -2.618 -5.101 -2.693
C: -1.932 -5.919 -0.285
H: -0.592 -7.276 0.762
H: -2.230 -7.904 0.509
H: -0.085 -7.474 -1.627
H: -0.826 -9.014 -1.176
H: -1.747 -7.539 -3.291
H: -2.886 -8.463 -2.264
H: -2.536 -5.475 0.509
H: -1.104 -5.252 -0.546

## Properties
HOMO level: -7.88 eV
E: -288331.135 eV
Multiplicity: 1
Structure (SMILES): C/C(Br)=C(\Br)c1cc2c(c(N=C=O)c1N)N(O)c1c(cc(Cl)c(O)c1N)S2.O=S1(=O)CCCC1.O=S1(=O)CCCC1.O=S1(=O)CCCC1.O=S1(=O)CCCC1.O=S1(=O)CCCC1
Kohn-Sham gap: 7.40 eV

Here are the Mulliken charges for atoms 1 to 99, given in e: atom 1 (C): -0.70, atom 2 (C): 0.15, atom 3 (Br): -0.12, atom 4 (C): -0.25, atom 5 (Br): -0.15, atom 6 (C): 0.40, atom 7 (C): -0.37, atom 8 (C): 0.58, atom 9 (C): -0.52, atom 10 (C): -0.36, atom 11 (N): -0.48, atom 12 (C): 0.69, atom 13 (O): -0.49, atom 14 (C): 0.13, atom 15 (N): -0.45, atom 16 (N): 0.25, atom 17 (O): -0.47, atom 18 (C): 0.07, atom 19 (C): 0.31, atom 20 (C): -0.43, atom 21 (C): 0.05, atom 22 (Cl): -0.19, atom 23 (C): 0.11, atom 24 (O): -0.53, atom 25 (C): 0.28, atom 26 (N): -0.47, atom 27 (S): -0.20, atom 28 (H): 0.25, atom 29 (H): 0.12, atom 30 (H): 0.36, atom 31 (H): 0.26, atom 32 (H): 0.28, atom 33 (H): 0.30, atom 34 (H): 0.42, atom 35 (H): 0.30, atom 36 (H): 0.33, atom 37 (H): 0.24, atom 38 (H): 0.27, atom 39 (C): -0.54, atom 40 (C): -0.55, atom 41 (C): -0.84, atom 42 (S): 1.33, atom 43 (O): -0.60, atom 44 (O): -0.70, atom 45 (C): -0.63, atom 46 (H): 0.47, atom 47 (H): 0.18, atom 48 (H): 0.38, atom 49 (H): 0.19, atom 50 (H): 0.39, atom 51 (H): 0.30, atom 52 (H): 0.28, atom 53 (H): 0.41, atom 54 (C): -0.72, atom 55 (C): -0.63, atom 56 (C): -0.66, atom 57 (S): 1.08, atom 58 (O): -0.59, atom 59 (O): -0.69, atom 60 (C): -0.13, atom 61 (H): 0.38, atom 62 (H): 0.30, atom 63 (H): 0.29, atom 64 (H): 0.36, atom 65 (H): 0.32, atom 66 (H): 0.36, atom 67 (H): 0.53, atom 68 (H): -0.32, atom 69 (C): -0.62, atom 70 (C): -0.59, atom 71 (C): -0.77, atom 72 (S): 1.33, atom 73 (O): -0.73, atom 74 (O): -0.68, atom 75 (C): -0.76, atom 76 (H): 0.34, atom 77 (H): 0.30, atom 78 (H): 0.29, atom 79 (H): 0.32, atom 80 (H): 0.34, atom 81 (H): 0.38, atom 82 (H): 0.44, atom 83 (H): 0.37, atom 84 (C): -0.58, atom 85 (C): -0.79, atom 86 (C): -0.47, atom 87 (S): 1.19, atom 88 (O): -0.66, atom 89 (O): -0.68, atom 90 (C): -0.70, atom 91 (H): 0.35, atom 92 (H): 0.29, atom 93 (H): 0.32, atom 94 (H): 0.33, atom 95 (H): 0.35, atom 96 (H): 0.40, atom 97 (H): 0.40, atom 98 (H): 0.34, atom 99 (C): -0.73



[2]
Below is a cluster of 7 separate species, C43H29F9N3O14S in total in a non-equilibrium geometry, with properties calculated with ωB97M-V/def2-TZVPD.

Positions of all 99 atoms, in Å:
N: -2.010 0.902 2.964
C: -2.801 0.928 1.657
C: -4.427 1.096 1.470
N: -4.579 1.072 -0.057
C: -3.281 0.916 -0.818
N: -2.205 0.799 0.240
S: -0.493 0.552 -0.034
O: 0.241 1.574 0.920
O: -0.008 0.883 -1.465
C: -0.035 -1.152 0.593
F: 1.322 -1.006 1.239
F: -0.929 -1.639 1.709
C: 0.172 -2.286 -0.594
F: 1.256 -1.855 -1.505
F: 0.701 -3.508 0.122
C: -1.214 -2.760 -1.328
F: -1.376 -4.244 -1.099
F: -2.445 -2.140 -0.759
C: -1.254 -2.551 -2.952
F: -0.869 -1.202 -3.427
F: -2.700 -2.728 -3.354
F: -0.523 -3.673 -3.586
H: -2.626 0.475 3.693
H: -1.682 1.862 3.232
H: -5.273 1.208 2.295
H: -5.532 1.152 -0.478
H: -3.031 0.853 -1.959
C: 4.266 -1.167 0.886
C: 4.511 -0.182 1.755
C: 5.886 0.126 2.196
O: 6.111 1.025 2.993
C: 6.979 -0.696 1.637
C: 6.733 -1.680 0.768
C: 5.358 -1.988 0.327
O: 5.133 -2.888 -0.470
H: 3.263 -1.406 0.553
H: 3.721 0.429 2.173
H: 7.981 -0.456 1.970
H: 7.523 -2.292 0.350
C: -5.935 5.131 -0.143
C: -5.566 6.362 -0.510
C: -5.579 6.775 -1.927
O: -5.240 7.902 -2.264
C: -6.016 5.776 -2.922
C: -6.385 4.545 -2.555
C: -6.372 4.132 -1.138
O: -6.711 3.006 -0.801
H: -5.930 4.812 0.892
H: -5.244 7.107 0.208
H: -6.021 6.095 -3.957
H: -6.707 3.800 -3.273
C: -2.651 -6.727 -2.092
C: -2.173 -7.458 -3.103
C: -2.933 -8.600 -3.649
O: -2.496 -9.272 -4.573
C: -4.242 -8.901 -3.036
C: -4.720 -8.169 -2.025
C: -3.960 -7.027 -1.479
O: -4.398 -6.356 -0.555
H: -2.106 -5.887 -1.680
H: -1.215 -7.250 -3.564
H: -4.787 -9.741 -3.449
H: -5.679 -8.377 -1.564
C: 8.296 6.361 3.590
C: 8.410 6.367 4.922
C: 8.081 5.172 5.724
O: 8.183 5.177 6.943
C: 7.624 3.971 4.998
C: 7.509 3.965 3.666
C: 7.838 5.160 2.864
O: 7.736 5.155 1.645
H: 8.532 7.229 2.987
H: 8.745 7.240 5.469
H: 7.387 3.103 5.601
H: 7.175 3.092 3.119
C: -3.587 4.111 -7.028
C: -3.473 4.117 -5.696
C: -3.801 2.922 -4.894
O: -3.699 2.927 -3.675
C: -4.259 1.720 -5.620
C: -4.373 1.715 -6.951
C: -4.044 2.910 -7.754
O: -4.147 2.905 -8.973
H: -3.351 4.979 -7.631
H: -3.138 4.990 -5.149
H: -4.495 0.852 -5.016
H: -4.708 0.842 -7.499
C: 3.792 -2.844 6.425
C: 4.856 -3.245 5.722
C: 4.705 -3.849 4.383
O: 5.678 -4.219 3.740
C: 3.336 -3.992 3.852
C: 2.272 -3.590 4.555
C: 2.422 -2.986 5.893
O: 1.449 -2.617 6.536
H: 3.884 -2.399 7.408
H: 5.867 -3.147 6.098
H: 3.243 -4.436 2.868
H: 1.261 -3.688 4.179

## Properties
HOMO level: -11.24 eV
E: -113463.078 eV
Charge: +1
Multiplicity: 1
Kohn-Sham gap: 6.07 eV

Mulliken atomic charges, in units of e: atom 1 (N): -0.40, atom 2 (C): 0.18, atom 3 (C): -0.49, atom 4 (N): 0.05, atom 5 (C): -0.19, atom 6 (N): 0.16, atom 7 (S): 0.94, atom 8 (O): -0.61, atom 9 (O): -0.48, atom 10 (C): 0.53, atom 11 (F): -0.21, atom 12 (F): -0.25, atom 13 (C): 0.73, atom 14 (F): -0.25, atom 15 (F): -0.32, atom 16 (C): 0.45, atom 17 (F): -0.34, atom 18 (F): -0.25, atom 19 (C): 0.58, atom 20 (F): -0.17, atom 21 (F): -0.25, atom 22 (F): -0.21, atom 23 (H): 0.32, atom 24 (H): 0.30, atom 25 (H): 0.36, atom 26 (H): 0.31, atom 27 (H): 0.42, atom 28 (C): -0.13, atom 29 (C): -0.12, atom 30 (C): 0.19, atom 31 (O): -0.57, atom 32 (C): -0.40, atom 33 (C): -0.49, atom 34 (C): 0.33, atom 35 (O): -0.59, atom 36 (H): 0.34, atom 37 (H): 0.51, atom 38 (H): 0.46, atom 39 (H): 0.43, atom 40 (C): -0.36, atom 41 (C): -0.37, atom 42 (C): 0.22, atom 43 (O): -0.53, atom 44 (C): -0.33, atom 45 (C): -0.40, atom 46 (C): 0.57, atom 47 (O): -0.68, atom 48 (H): 0.43, atom 49 (H): 0.44, atom 50 (H): 0.49, atom 51 (H): 0.49, atom 52 (C): -0.30, atom 53 (C): -0.42, atom 54 (C): 0.36, atom 55 (O): -0.54, atom 56 (C): -0.37, atom 57 (C): -0.36, atom 58 (C): 0.29, atom 59 (O): -0.58, atom 60 (H): 0.73, atom 61 (H): 0.44, atom 62 (H): 0.42, atom 63 (H): 0.42, atom 64 (C): -0.35, atom 65 (C): -0.41, atom 66 (C): 0.31, atom 67 (O): -0.54, atom 68 (C): -0.32, atom 69 (C): -0.25, atom 70 (C): 0.33, atom 71 (O): -0.56, atom 72 (H): 0.41, atom 73 (H): 0.41, atom 74 (H): 0.43, atom 75 (H): 0.56, atom 76 (C): -0.40, atom 77 (C): -0.29, atom 78 (C): 0.49, atom 79 (O): -0.52, atom 80 (C): -0.42, atom 81 (C): -0.39, atom 82 (C): 0.29, atom 83 (O): -0.52, atom 84 (H): 0.43, atom 85 (H): 0.49, atom 86 (H): 0.44, atom 87 (H): 0.42, atom 88 (C): -0.34, atom 89 (C): -0.40, atom 90 (C): 0.37, atom 91 (O): -0.56, atom 92 (C): -0.32, atom 93 (C): -0.36, atom 94 (C): 0.35, atom 95 (O): -0.57, atom 96 (H): 0.43, atom 97 (H): 0.44, atom 98 (H): 0.48, atom 99 (H): 0.47



[3]
Below is a structure of composition C6H24FN12O6Zn in a non-equilibrium geometry, with properties calculated with ωB97M-V/def2-TZVPD.

Positions of all 50 atoms, in Å:
Zn: -0.241 1.474 1.362
F: -0.161 -0.185 0.354
C: 3.349 -1.443 -1.513
O: 4.521 -1.790 -1.386
N: 2.746 -1.469 -2.731
N: 2.671 -0.686 -0.598
H: 3.373 -1.830 -3.434
H: 2.148 -0.727 -3.051
H: 3.019 -0.694 0.344
H: 1.750 -0.353 -0.827
C: 1.746 -3.731 1.786
O: 2.661 -3.966 1.013
N: 1.733 -4.208 3.059
N: 0.733 -2.873 1.488
H: 1.214 -3.889 3.852
H: 2.402 -4.952 3.181
H: 0.778 -2.412 0.594
H: 0.262 -2.474 2.280
C: -2.880 2.729 0.056
O: -2.183 1.896 0.647
N: -2.573 4.005 -0.286
N: -4.166 2.461 -0.289
H: -3.305 4.644 -0.531
H: -1.637 4.283 -0.530
H: -4.445 1.576 0.111
H: -4.684 2.978 -0.970
C: -0.747 -0.715 -3.122
O: -0.747 -0.769 -4.342
N: -1.139 0.401 -2.446
N: -0.669 -1.774 -2.270
H: -0.822 0.420 -1.484
H: -1.320 1.254 -2.941
H: -0.850 -1.783 -1.282
H: -0.269 -2.659 -2.539
C: -1.482 -0.392 3.512
O: -1.106 0.700 3.055
N: -1.937 -0.572 4.775
N: -1.464 -1.499 2.753
H: -1.862 0.150 5.471
H: -2.278 -1.470 5.067
H: -1.517 -2.380 3.230
H: -1.087 -1.247 1.844
C: 1.125 2.913 -1.176
O: 0.570 2.588 -0.102
N: 0.396 3.415 -2.183
N: 2.382 2.643 -1.470
H: 0.788 3.742 -3.051
H: -0.605 3.471 -2.209
H: 2.985 2.307 -0.734
H: 2.822 2.891 -2.338

## Properties
HOMO level: -11.27 eV
E: -87914.421 eV
Charge: +1
Multiplicity: 1
Kohn-Sham gap: 7.66 eV
ΔE to the lowest compared entry with this formula, charge and spin: 349.6 kJ/mol

Mulliken atomic charges, in units of e: atom 1 (Zn): 0.43, atom 2 (F): 0.02, atom 3 (C): 0.55, atom 4 (O): -0.66, atom 5 (N): -0.33, atom 6 (N): -0.09, atom 7 (H): 0.26, atom 8 (H): 0.10, atom 9 (H): 0.21, atom 10 (H): -0.16, atom 11 (C): 0.45, atom 12 (O): -0.60, atom 13 (N): -0.35, atom 14 (N): -0.24, atom 15 (H): 0.14, atom 16 (H): 0.23, atom 17 (H): 0.14, atom 18 (H): 0.30, atom 19 (C): 0.71, atom 20 (O): -0.38, atom 21 (N): -0.39, atom 22 (N): -0.46, atom 23 (H): 0.19, atom 24 (H): 0.18, atom 25 (H): 0.23, atom 26 (H): 0.19, atom 27 (C): 0.37, atom 28 (O): -0.64, atom 29 (N): -0.12, atom 30 (N): -0.27, atom 31 (H): -0.04, atom 32 (H): 0.18, atom 33 (H): 0.15, atom 34 (H): 0.26, atom 35 (C): 0.72, atom 36 (O): -0.52, atom 37 (N): -0.40, atom 38 (N): -0.46, atom 39 (H): 0.25, atom 40 (H): 0.17, atom 41 (H): 0.27, atom 42 (H): 0.12, atom 43 (C): 0.69, atom 44 (O): -0.46, atom 45 (N): -0.33, atom 46 (N): -0.37, atom 47 (H): 0.18, atom 48 (H): 0.15, atom 49 (H): 0.23, atom 50 (H): 0.19